2 unconnected molecules or ions with the total composition C47H56F3N4 at a distorted geometry, computed with ωB97M-V/def2-TZVPD.

```
110
Properties=species:S:1:pos:R:3:forces:R:3
C -3.322 -0.854 -4.348 -0.0813 0.1115 0.0121
C -3.325 -1.802 -3.149 0.5281 -0.1068 0.0035
C -3.850 -3.188 -3.521 -0.0830 -0.0192 0.0675
C -4.081 -1.212 -1.977 0.8943 -0.2063 -0.0739
C -5.427 -0.910 -2.061 -0.0552 0.0227 0.0434
C -6.096 -0.359 -0.987 -0.0220 0.0260 -0.0881
C -5.422 -0.101 0.190 0.0621 0.0061 0.0305
C -4.080 -0.410 0.319 0.7924 -0.0120 0.1689
C -3.307 -0.151 1.598 0.2783 -0.4028 0.2762
C -4.116 -0.470 2.856 -0.0774 -0.0047 -0.1067
C -2.769 1.279 1.641 0.0475 0.1226 -0.1237
C -3.407 -0.961 -0.778 -0.4449 -0.3446 0.0451
N -2.007 -1.291 -0.669 0.8313 1.0208 -0.2471
N -1.577 -2.492 -0.310 1.0149 -0.4477 0.1710
N -0.268 -2.433 -0.363 0.0624 1.5958 -0.3682
C 0.552 -3.558 0.013 -0.0375 -0.9670 0.3308
C 0.919 -4.496 -0.958 -0.6002 0.5917 -0.3337
C 0.411 -4.350 -2.379 -0.2957 0.4113 -0.2237
C -0.483 -5.525 -2.771 -0.0219 -0.0830 0.0972
C 1.557 -4.164 -3.377 0.0856 -0.0300 0.0567
C 1.777 -5.521 -0.600 -0.0283 -0.0224 0.0681
C 2.265 -5.615 0.688 0.0667 -0.0513 -0.0101
C 1.887 -4.694 1.645 -0.0279 0.0209 -0.0469
C 1.011 -3.670 1.331 -0.4375 0.7723 -0.1130
C 0.569 -2.647 2.361 -0.5253 0.1930 0.0989
C 1.591 -1.518 2.497 0.1383 0.0425 -0.1040
C 0.266 -3.275 3.724 0.0593 -0.1077 -0.0983
C 0.233 -1.158 -0.762 -1.2940 -1.7522 0.7696
C 1.612 -0.759 -0.852 0.5224 -0.4680 -0.0088
C 1.997 0.592 -0.785 -0.4267 -0.2148 0.1160
C 3.319 0.955 -0.887 0.3302 -0.0594 -0.0164
C 4.304 0.000 -1.053 0.6377 0.1088 -0.0649
C 5.762 0.422 -1.175 -2.0995 -0.9683 -0.0927
F 6.514 -0.657 -1.490 0.2937 1.1476 0.2173
F 5.859 1.359 -2.145 0.8028 -0.2008 0.5850
F 6.154 0.935 0.013 0.7079 0.1196 -0.6369
C 3.959 -1.336 -1.076 0.3510 0.1448 0.0068
C 2.644 -1.707 -0.971 -0.3731 0.1276 -0.0347
C -0.943 -0.403 -1.001 -0.4374 0.3362 -0.5131
C -1.105 0.833 -1.542 -0.3270 -0.0367 0.2737
H -2.907 0.117 -4.079 0.0349 -0.0208 0.0286
H -2.737 -1.257 -5.175 0.0305 -0.0760 0.0503
H -4.335 -0.690 -4.713 -0.1055 -0.0074 -0.0498
H -2.279 -1.922 -2.815 -0.3577 0.0213 -0.2989
H -3.804 -3.866 -2.668 0.0041 -0.0126 0.0255
H -4.888 -3.134 -3.847 -0.0954 -0.0046 -0.0319
H -3.273 -3.627 -4.336 0.0586 0.0651 -0.0075
H -5.956 -1.113 -2.975 -0.1344 -0.0442 -0.2408
H -7.147 -0.130 -1.067 -0.1443 0.0394 -0.0091
H -5.947 0.338 1.019 -0.1303 0.0648 0.2136
H -2.446 -0.842 1.574 -0.2616 0.2988 0.1567
H -4.551 -1.469 2.807 0.0105 -0.0003 0.0000
H -3.494 -0.414 3.751 0.0722 0.0156 -0.0586
H -4.929 0.244 2.986 -0.0809 0.0381 0.0395
H -2.102 1.479 0.803 0.0023 -0.0276 -0.0506
H -3.588 1.996 1.591 -0.1109 0.0471 0.0331
H -2.216 1.466 2.562 0.0042 -0.0782 0.1225
H -0.206 -3.435 -2.401 0.1996 -0.3723 -0.1600
H -1.313 -5.636 -2.071 -0.0212 0.0098 0.0055
H -0.895 -5.399 -3.773 0.0416 0.0907 0.0134
H 0.083 -6.456 -2.765 0.0417 -0.0973 -0.0053
H 2.138 -3.268 -3.159 -0.0026 0.0166 -0.0088
H 2.237 -5.014 -3.343 0.0593 -0.0872 -0.0318
H 1.191 -4.080 -4.401 -0.1171 -0.0086 0.0539
H 2.066 -6.250 -1.338 0.0598 -0.1433 -0.1642
H 2.938 -6.416 0.950 0.1077 -0.0997 0.0334
H 2.276 -4.772 2.645 0.0262 -0.0411 0.2050
H -0.372 -2.216 1.977 0.3102 -0.0707 0.2571
H 1.742 -1.002 1.551 0.0221 -0.0105 0.0591
H 1.276 -0.778 3.234 -0.1300 -0.0343 0.0999
H 2.556 -1.915 2.812 0.0827 -0.0497 0.0619
H -0.405 -4.129 3.628 -0.0179 0.0197 -0.0058
H 1.182 -3.622 4.200 0.0634 -0.0460 0.0694
H -0.194 -2.554 4.402 0.0001 0.0637 -0.0974
H 1.251 1.339 -0.586 -0.2250 0.1807 -0.1106
H 3.619 1.989 -0.844 -0.0077 0.2989 0.0003
H 4.742 -2.069 -1.181 -0.0493 -0.2210 -0.0171
H 2.404 -2.749 -0.976 0.1225 -0.1402 -0.1051
H -0.278 1.410 -1.899 0.2548 0.0570 -0.0574
H -2.086 1.235 -1.690 -0.3708 0.0713 -0.0874
C 1.732 4.646 5.449 -0.2044 -0.2286 0.0657
C 2.830 3.563 5.529 0.1954 0.0899 -0.1175
C 2.739 2.758 4.218 0.1069 -0.4422 -0.1365
N 1.930 3.563 3.270 0.7112 0.1140 -2.0044
C 2.025 3.449 1.915 0.2727 0.1258 3.5211
C 1.341 4.264 1.040 -0.6005 0.8681 -1.3596
C 1.619 4.357 -0.310 -0.0340 -0.0972 1.4685
C 0.942 5.242 -1.198 -0.4406 0.5773 -0.6060
C 1.538 5.607 -2.420 0.0361 -0.3341 0.6141
C 0.944 6.537 -3.236 -0.0101 0.2557 -0.2658
C -0.269 7.106 -2.882 0.0704 -0.0293 -0.0656
C -0.894 6.731 -1.705 -0.1958 0.0633 0.0814
C -0.300 5.817 -0.869 0.3763 -0.2682 0.0706
C 1.285 4.704 3.975 -0.2340 0.1797 -0.3489
H 0.887 4.382 6.094 0.1472 0.0189 -0.2234
H 2.094 5.622 5.799 -0.0855 -0.3200 -0.2298
H 3.819 4.022 5.624 -0.1975 -0.0729 -0.1279
H 2.706 2.916 6.407 -0.0300 0.1465 -0.3335
H 3.724 2.561 3.779 -0.2227 0.0463 0.0686
H 2.244 1.792 4.359 0.0102 0.1400 0.0346
H 2.706 2.717 1.525 0.2777 -0.4983 0.0993
H 0.600 4.926 1.448 -0.2313 0.1042 0.1048
H 2.466 3.816 -0.693 0.1729 -0.3205 -0.2221
H 2.494 5.185 -2.679 0.1908 -0.1317 -0.1267
H 1.430 6.841 -4.148 0.0619 -0.0055 -0.1510
H -0.729 7.840 -3.523 -0.0535 0.0794 -0.1083
H -1.847 7.159 -1.440 -0.1193 0.0445 0.0313
H -0.797 5.521 0.038 -0.1672 -0.0355 0.1453
H 0.198 4.638 3.861 0.1445 -0.0297 0.0591
H 1.608 5.634 3.494 -0.0052 -0.1607 -0.0011
```
Positions in Å, forces in eV/Å.

Highest occupied orbital energy: -8.262 eV
Charge: +1

Mulliken atomic charge list, values in e, 99 entries: -1.5267, 1.4744, -1.4868, 0.8903, -0.2510, -1.4940, -0.4643, 0.9649, 1.8920, -1.9305, -1.2949, -2.1408, 2.1708, -1.2952, 2.0810, -2.6593, 1.0925, 1.3989, -1.6655, -1.4922, -0.0956, -1.5502, -0.5904, 1.4051, 1.6090, -1.0311, -1.9312, -0.3802, 0.8930, 0.1544, -1.0090, -0.3416, 0.8507, -0.2664, -0.2602, -0.2589, -1.7480, -0.2212, 0.8622, -2.6375, 0.3105, 0.4415, 0.3366, -0.5740, 0.3553, 0.3309, 0.3925, 0.4736, 0.3846, 0.3395, -0.4966, 0.4238, 0.4315, 0.3749, 0.1929, 0.2917, 0.3797, -0.4730, 0.3685, 0.4038, 0.3665, 0.3282, 0.3277, 0.4558, 0.4780, 0.3963, 0.3730, -0.3101, 0.0477, 0.3619, 0.2760, 0.4190, 0.3878, 0.4360, 0.4229, 0.2903, 0.5882, 0.9007, 0.5983, 0.3907, -0.5931, -0.6733, -0.2495, 0.2433, -0.3664, -0.2640, -0.0391, 0.7515, -0.4588, -0.7189, -0.3224, -0.7948, -0.3163, -0.6292, 0.2987, 0.3162, 0.2990, 0.3511, 0.3846